DFT (the ωB97M-V functional and the def2-TZVPD basis) results for C38H30N5P2PbS2Te as an isolated structure.

Calculated total energy: -3679.52694 hartree
Energy relative to the best compared isomer or geometry (same formula, charge and spin): 0.710 eV
HOMO level: -0.3719 hartree
Total charge: +1
HOMO-LUMO gap: 4.991 eV
Largest force on an atom: 0.67 eV Å⁻¹
Spin multiplicity: 1

Structure (XYZ):
```
79
Properties=species:S:1:pos:R:3:lowdin_charge:R:1
N -2.816 -0.565 -5.612 0.187
C 5.170 -1.043 3.717 -0.062
C -0.348 2.307 4.436 -0.058
H -0.532 3.280 4.869 0.113
C 4.045 -0.854 2.929 -0.092
Pb -0.633 -0.446 -0.176 0.752
P 2.127 0.618 1.625 0.952
C -2.815 -3.566 2.593 -0.049
H 3.483 -0.821 -1.314 0.070
H -1.010 -3.850 1.367 0.110
C 1.428 6.254 1.782 -0.059
H -3.780 -0.721 1.444 0.142
C 1.019 3.683 -4.504 -0.051
C 5.888 0.054 4.169 -0.058
N -2.153 -2.054 1.095 -0.096
C 0.198 6.548 2.358 -0.057
C 5.475 1.342 3.850 -0.064
C -0.796 -0.056 4.343 -0.068
C -1.863 -3.269 1.668 -0.130
H 0.338 -1.175 2.920 0.091
C 0.513 4.217 0.882 -0.416
C 3.636 0.435 2.602 -0.386
S -2.295 0.003 -2.053 0.502
N 6.276 -1.960 0.169 0.088
H -5.775 -2.276 2.777 0.100
H 1.066 3.899 -5.563 0.115
H 0.076 7.455 2.934 0.113
C -0.718 4.518 1.459 -0.098
H 4.740 -2.892 -0.832 0.117
C 5.121 -1.938 -0.490 -0.123
H 2.262 6.932 1.906 0.113
C -3.258 -1.635 1.672 -0.175
H 5.490 -2.045 3.966 0.116
C 4.411 -0.774 -0.757 -0.128
C 6.772 -0.801 0.587 -0.133
Te 3.876 2.181 -0.688 1.489
C -4.894 -2.385 3.406 0.004
H 4.022 2.544 2.836 0.105
H -4.999 -3.282 4.008 0.095
H 6.582 1.330 0.784 0.104
C 0.881 3.131 -1.783 -0.436
H 3.497 -1.712 2.559 0.111
H 6.027 2.196 4.218 0.113
H 6.771 -0.093 4.776 0.113
H -2.959 -4.425 3.221 0.125
C -0.381 -1.549 -3.345 -0.737
N 0.630 -2.557 -5.500 0.183
C 0.606 2.170 3.438 -0.085
C 0.833 4.447 -2.231 -0.077
H -1.326 -0.927 4.704 0.109
H -1.834 5.917 2.635 0.113
C -0.875 5.684 2.191 -0.063
C 4.932 0.420 -0.278 -0.558
H -4.802 -1.522 4.063 0.094
C 6.139 0.421 0.402 -0.122
H 1.116 1.552 -4.776 0.118
H 7.719 -0.845 1.111 0.116
H -1.789 1.310 5.667 0.111
C -1.051 1.198 4.884 -0.059
C 0.844 0.922 2.873 -0.398
H 0.732 5.264 -1.529 0.102
C 0.908 4.719 -3.591 -0.059
C 0.146 -0.194 3.339 -0.136
H 0.872 5.743 -3.935 0.112
C 2.247 1.955 0.526 -0.913
H 2.550 4.873 0.595 0.090
C 4.348 1.537 3.070 -0.099
P 0.673 2.667 -0.044 0.944
C -2.228 -0.688 -4.633 -0.280
C 0.152 -2.124 -4.551 -0.284
H 0.982 1.052 -2.390 0.054
H -1.552 3.838 1.336 0.111
H 1.172 3.036 3.118 0.100
C -1.524 -0.831 -3.386 -0.736
N -3.702 -2.519 2.581 -0.120
C 1.049 2.363 -4.065 -0.050
C 0.971 2.090 -2.713 -0.155
S 0.607 -1.850 -1.926 0.478
C 1.587 5.091 1.046 -0.103
```


DFT (the ωB97M-V functional and the def2-TZVPD basis) results for C38H30N8O3Y as an isolated structure.

Calculated total energy: -2167.90987 hartree
Energy relative to the best compared isomer or geometry (same formula, charge and spin): 7.816 eV
HOMO level: -0.3315 hartree
Total charge: +1
HOMO-LUMO gap: 5.092 eV
Largest force on an atom: 4.21 eV Å⁻¹
Spin multiplicity: 1

Structure (XYZ):
```
80
Properties=species:S:1:pos:R:3:lowdin_charge:R:1
C 6.533 -2.110 0.793 -0.071
C 1.474 -2.942 5.609 0.006
H -1.970 1.599 1.556 0.115
C -0.261 -4.876 -4.923 -0.063
O -1.215 1.188 -0.916 -0.217
C 1.424 -2.465 -1.936 -0.259
H -6.977 0.494 1.181 0.112
C 0.482 -1.613 2.906 -0.166
H 2.081 1.863 1.593 0.089
H 1.224 3.165 0.754 0.100
C 2.931 -1.780 -0.225 -0.300
C 4.206 -1.791 0.403 -0.111
H -0.751 -5.494 -5.664 0.108
H 1.056 1.106 -3.331 0.143
N -1.977 -0.790 2.551 0.174
Y 0.067 -0.654 0.268 1.589
C 5.470 -2.188 -0.066 -0.017
C 2.431 -0.892 4.387 -0.036
H 7.234 -1.606 2.776 0.105
C -5.031 -0.941 -1.210 0.008
H -5.069 -1.297 -2.232 0.123
H 3.234 0.833 -0.493 0.084
H 5.055 -0.927 3.627 0.097
H 7.518 -2.409 0.455 0.105
C -1.014 -4.048 -4.119 -0.005
H -2.294 2.912 -0.524 0.150
C -2.548 -1.623 -0.789 -0.273
C 0.822 -3.396 4.563 -0.041
C 6.371 -1.649 2.125 -0.076
H 5.587 -2.547 -1.080 0.114
H 3.040 2.199 -1.624 0.104
H -0.535 3.127 -0.666 0.128
C 1.060 -3.335 -3.043 -0.096
H -7.069 -0.279 -1.147 0.112
C -0.336 -3.276 -3.175 -0.106
C 5.149 -1.263 2.604 -0.023
C -1.179 2.250 1.189 -0.145
C 2.647 -1.028 1.871 -0.176
C -4.926 -0.055 1.481 0.006
H -2.091 -3.995 -4.209 0.118
C -3.880 -1.053 -0.462 -0.095
H -1.225 3.194 1.735 0.147
C 0.671 1.560 -2.413 -0.166
C 2.777 1.158 -1.424 -0.048
C -0.936 -1.668 2.934 -0.261
H 3.165 -0.104 4.532 0.110
H -1.020 0.244 -2.687 0.113
C -1.323 2.470 -0.291 -0.136
H 1.697 -5.606 -5.432 0.110
C -0.818 -2.373 -2.155 -0.240
C -6.093 0.067 0.728 -0.050
O 0.062 1.578 1.449 -0.289
C -3.828 -0.611 0.861 -0.102
N -1.805 -1.612 0.359 -0.027
H 3.038 -1.579 6.217 0.108
H 2.889 -4.235 -3.744 0.119
C 1.813 -4.179 -3.853 -0.002
N -2.133 -2.028 -1.952 0.203
C 1.138 -4.939 -4.788 -0.053
O 1.356 1.038 -1.279 -0.274
N 0.869 -2.909 3.201 0.123
C 1.707 -0.705 3.052 -0.159
C 2.368 -1.782 5.389 -0.051
H 3.130 0.523 -2.238 0.106
H 0.855 2.637 -2.468 0.131
N 2.611 -2.336 -1.414 0.221
N -1.364 -2.865 3.483 0.211
H 1.355 -3.355 6.599 0.118
C 1.175 2.466 1.591 -0.047
C -2.493 -0.991 1.387 -0.322
H 1.408 0.345 3.030 0.113
H -4.884 0.258 2.516 0.124
N 0.225 -1.888 -1.465 0.005
C 4.031 -1.323 1.737 -0.100
N 2.042 -1.261 0.697 -0.062
H 1.090 3.015 2.529 0.110
C -0.809 1.233 -2.289 -0.133
C -6.144 -0.370 -0.594 -0.048
H -1.410 1.958 -2.840 0.145
C -0.256 -3.543 3.652 -0.157
```


DFT (the ωB97M-V functional and the def2-TZVPD basis) results for C38H30NO3P2V as an isolated structure.

Calculated total energy: -3372.98213 hartree
HOMO level (spin up / spin down): -0.3660 / -0.3757 hartree
Total charge: +1
HOMO-LUMO gap (spin up / spin down): 6.857 / 6.794 eV
Largest force on an atom: 4.57 eV Å⁻¹
Spin multiplicity: 2

Structure (XYZ):
```
75
Properties=species:S:1:pos:R:3:mulliken_spin:R:1
H -0.884 1.909 5.152 0.000
H -3.282 2.994 -5.158 0.000
V -0.158 -0.125 -0.093 0.835
H 2.948 1.128 -1.865 -0.001
H 3.092 -2.508 5.264 0.000
C -1.321 1.021 4.716 0.001
C 3.542 -2.782 1.920 0.005
C -3.825 3.315 -3.110 0.000
C -2.211 2.620 -1.477 -0.004
C -1.693 -5.360 2.298 0.041
C -2.549 0.551 5.164 -0.001
H -0.595 -3.920 3.437 0.003
O 0.710 1.073 0.700 -0.023
P 0.187 1.443 -1.864 -0.023
H -4.787 3.747 -3.351 0.000
H -1.912 2.497 -0.439 0.000
C 3.559 0.207 -3.698 0.001
H -0.165 0.276 -4.707 -0.001
C 3.155 -0.280 -4.934 0.000
H 2.124 5.839 -2.758 0.000
C -2.979 2.900 -4.124 0.000
H 4.601 0.160 -3.410 0.000
H -2.792 -6.589 0.920 0.000
H 2.055 -2.330 0.435 0.001
C 3.830 -2.829 3.277 0.000
C 1.308 2.185 1.084 -0.001
C -1.349 2.209 -2.496 -0.001
H -4.090 3.520 -0.989 0.000
C 1.312 -2.028 2.429 -0.024
H -2.893 -2.139 3.137 0.000
H -1.169 -0.385 -2.743 0.006
C 2.169 4.365 0.286 0.001
C 2.388 5.314 -0.693 -0.001
H -1.677 -6.109 3.078 0.001
H 3.883 -0.690 -5.621 0.000
H -3.069 1.071 5.958 0.000
C -0.653 0.356 3.701 0.000
H 0.850 -1.805 4.517 0.000
C -1.088 -4.131 2.496 -0.023
C 2.630 0.754 -2.832 -0.002
H -4.075 -0.938 4.937 0.000
C 1.515 3.174 -0.021 0.012
C -1.771 -2.545 -0.867 0.219
N -1.215 -1.388 -1.104 -0.109
C -3.113 -0.580 4.594 0.001
C 1.816 -0.245 -5.284 0.001
H 1.491 -0.645 -6.235 0.000
H 2.499 4.526 1.303 0.000
O -1.657 -1.122 -2.412 -0.008
C 2.863 -2.477 4.207 0.000
C 0.876 0.297 -4.417 -0.001
C 2.289 -2.375 1.495 0.015
H 4.297 -3.060 1.196 0.000
C -1.720 -3.429 0.269 -0.011
H -2.818 -4.891 -0.856 0.000
H 4.812 -3.136 3.610 0.000
C -1.735 2.359 -3.823 0.002
H -1.075 2.074 -4.629 0.000
H -2.351 -2.923 -1.704 0.009
C -2.321 -5.631 1.087 -0.020
P -0.314 -1.563 1.762 0.016
C -2.336 -4.680 0.090 0.043
C 1.954 5.092 -1.994 0.001
C 1.601 -2.082 3.788 -0.001
C -2.448 -1.258 3.581 -0.003
H 2.900 6.233 -0.442 0.000
C -3.436 3.185 -1.783 0.001
C 1.081 2.947 -1.329 0.006
C 1.302 3.913 -2.309 -0.004
H 0.958 3.738 -3.322 0.000
C 1.280 0.830 -3.194 -0.020
H 0.301 0.730 3.342 -0.001
O 1.658 2.388 2.218 0.031
C -1.209 -0.798 3.143 0.004
C -1.101 -3.163 1.497 0.031
```